*P*
17
Properties=species:S:1:pos:R:3 method="wB97M-V/def2-TZVPD" homo_lumo_gap_ev=8.83 multiplicity=1 e_homo_ev=-9.127 charge=0
S 0.0683 -2.7455 2.0046
O -0.0370 0.0563 -1.8984
C -0.7301 -0.9511 -1.1412
C -0.2610 -4.2524 1.4498
C -0.9959 1.1196 0.2472
C -0.0718 0.1747 -0.4857
C 1.3637 0.1463 0.0021
H -1.8555 -0.9316 -1.1379
H 1.4553 0.8547 0.8263
H -0.2928 -1.9228 -1.3013
H 2.1808 0.5306 -0.7303
H 1.7303 -0.8631 0.2435
H -0.6320 2.0685 0.5966
H -1.1406 -4.0707 0.8093
H -1.9104 1.1440 -0.2584
H 0.9046 -3.0485 3.0073
H -1.1378 0.7665 1.2863

---

*Q*
17
Properties=species:S:1:pos:R:3 method="wB97M-V/def2-TZVPD" homo_lumo_gap_ev=9.34 multiplicity=1 e_homo_ev=-8.496 charge=0
S -2.5268 -0.1469 -0.3449
O -3.5229 0.0888 0.7064
C -0.1718 -2.0663 -0.1026
C -0.6657 -0.7529 0.4359
C -1.4279 1.4276 -0.3238
C -0.1435 0.5256 -0.3013
C 1.2099 1.0918 0.2544
H -0.6684 -0.7944 1.5135
H 1.0445 1.9108 0.9421
H -1.6137 1.9495 0.6455
H -0.2512 -3.0957 0.4240
H -0.3523 -2.2917 -1.1917
H 0.9969 -2.1406 -0.0131
H 0.0649 0.3243 -1.3295
H 1.6573 1.4330 -0.6796
H 1.8574 0.4144 0.6319
H -1.7289 1.9403 -1.2316

---

*R*
17
Properties=species:S:1:pos:R:3 method="wB97M-V/def2-TZVPD" homo_lumo_gap_ev=9.30 multiplicity=1 e_homo_ev=-8.466 charge=0
S -2.3308 -0.0552 0.2699
O -3.2458 -0.0790 -0.8993
C -0.6932 0.7497 -0.2082
C -0.5306 2.0799 0.4569
C -1.4175 -1.6566 0.4479
C 1.2474 -0.9840 -0.4417
C 0.1465 -0.3720 0.3220
H 1.0574 -1.4707 -1.4044
H 0.4902 -0.2922 1.4444
H -1.9099 -2.1244 1.3255
H 0.5586 2.3988 0.2097
H -1.0408 2.8837 0.1048
H -1.2259 -2.4361 -0.3187
H -0.5743 0.8487 -1.3354
H 1.8706 -0.1125 -0.8247
H -0.6569 1.8946 1.5779
H 1.8057 -1.8651 -0.0107

---

Ordering by calculated energy gives the sequence *Q*, *R*, *P*, with the first entry being the most stable.

---

*P*
12
Properties=species:S:1:pos:R:3 method="wB97M-V/def2-TZVPD" homo_lumo_gap_ev=11.27 multiplicity=1 e_homo_ev=-9.993 charge=0
C -1.8182 -0.5199 0.2859
C 1.1674 1.3567 -0.7693
C -1.5080 -1.3320 1.2927
C 2.1860 0.5250 -0.7263
H -2.0552 0.5455 0.3824
H 2.1114 -0.5676 -0.6442
H 3.1340 0.9092 -1.0839
H -1.2097 -2.3161 0.9628
H -1.7557 -1.2619 2.3715
H 1.2926 2.2955 -1.3231
H 0.1682 1.0051 -0.4612
H -1.9976 -0.7774 -0.7813

---

*Q*
12
Properties=species:S:1:pos:R:3 method="wB97M-V/def2-TZVPD" homo_lumo_gap_ev=10.98 multiplicity=1 e_homo_ev=-9.760 charge=0
C -1.5362 -0.1697 0.0226
C 1.1852 -0.6711 -0.0948
C 0.9738 0.6306 0.1432
C -0.1734 -0.0368 -0.4292
H 1.9136 -1.0532 -0.6658
H -1.6280 0.0597 1.1189
H 1.2314 1.5986 -0.3112
H 0.0056 0.3691 -1.4495
H -2.2398 -1.0996 0.0196
H 1.3991 -1.3183 0.9064
H -1.9345 0.8900 -0.4169
H 0.8034 0.8006 1.1567

---

*R*
12
Properties=species:S:1:pos:R:3 method="wB97M-V/def2-TZVPD" homo_lumo_gap_ev=10.91 multiplicity=1 e_homo_ev=-9.581 charge=0
C 5.3624 2.4488 3.0799
C -4.3780 -1.8031 -2.5359
C -5.0244 -2.7683 -3.3498
C 4.1144 2.0238 2.7540
H 5.4840 2.6844 4.1167
H -5.0302 -3.8889 -3.1711
H -3.7592 -2.2100 -1.7799
H 3.8181 2.1959 1.6900
H -4.9466 -0.8322 -2.4723
H -5.5179 -2.2899 -4.2256
H 3.3354 2.0003 3.5811
H 6.1706 2.9332 2.5717

---

Ordering by calculated energy gives the sequence *P*, *R*, *Q*, with the first entry being the most stable.

---

*P*
15
Properties=species:S:1:pos:R:3 method="wB97M-V/def2-TZVPD" homo_lumo_gap_ev=9.92 multiplicity=1 e_homo_ev=-9.381 charge=0
S 1.7664 0.8002 -1.4926
O 2.9164 -0.3898 -1.5178
O -0.6499 0.7258 -0.9728
O 1.8505 1.5446 -0.2408
N 0.5424 -0.8666 0.2953
C 0.3533 -0.2591 -0.9996
C -1.2093 0.7251 0.3262
C -0.7911 -0.6318 0.9037
H -0.5664 -0.5582 2.0328
H -1.3705 -1.6305 0.5677
H 1.3813 -0.3287 0.7361
H 3.0307 -0.8082 -2.3294
H -0.1060 -1.2939 -1.9532
H -0.8144 1.5672 0.8943
H -2.2308 0.8147 0.1453

---

*Q*
15
Properties=species:S:1:pos:R:3 method="wB97M-V/def2-TZVPD" homo_lumo_gap_ev=10.06 multiplicity=1 e_homo_ev=-9.696 charge=0
S -1.8626 0.3947 -0.4725
O -1.4476 -0.9739 -0.7838
O -0.2213 0.7450 0.1483
O -2.9948 0.7322 0.3036
N 0.5877 -0.3158 0.7573
C 2.2037 -1.5644 1.6134
C 1.8873 -0.2413 1.0878
C -1.8306 1.5602 -2.0663
H 2.3166 -1.8248 2.6978
H 2.5501 0.6439 1.1174
H -2.8451 1.9465 -2.1942
H 1.2646 -2.2427 1.4633
H -1.0810 2.2451 -1.8604
H -1.4603 0.9145 -2.8479
H 2.9333 -2.0190 1.0360

---

Ordering by calculated energy gives the sequence *P*, *Q*, with the first entry being the most stable.

---

*P*
27
Properties=species:S:1:pos:R:3 method="wB97M-V/def2-TZVPD" homo_lumo_gap_ev=9.55 multiplicity=1 e_homo_ev=-8.832 charge=0
N -1.3377 -0.5584 0.6175
N -3.2840 0.2616 -0.0614
C -0.3623 1.9010 -0.9166
C 1.1744 0.2961 0.6389
C 1.5506 -0.2450 -0.8261
C 2.7102 -1.3638 -0.2639
C -2.3434 0.5130 0.7997
C 0.1350 -0.6206 1.3086
C -3.2544 -1.1491 -0.5546
C 0.6258 1.6149 0.3160
C -1.9409 -1.5221 -0.2772
H 2.2784 -2.3495 0.3301
H 3.8244 -0.8548 0.1868
H 1.3153 2.2909 0.2137
H -1.4028 -2.4721 -0.7210
H 0.6074 -0.4605 -1.4691
H 0.0475 2.2765 -2.1260
H 2.0416 0.6051 -1.0737
H -3.7407 -1.5588 -1.4195
H -2.1042 1.4685 1.4487
H -1.3513 2.9658 -0.3238
H 2.1102 0.3742 1.3430
H -0.7996 0.6901 -0.9401
H 0.1221 -0.3511 2.4029
H 0.4173 -1.6310 1.5201
H -0.0683 1.9429 1.1153
H 3.0293 -2.0635 -1.2685

---

*Q*
27
Properties=species:S:1:pos:R:3 method="wB97M-V/def2-TZVPD" homo_lumo_gap_ev=8.89 multiplicity=1 e_homo_ev=-7.907 charge=0
N -2.8747 0.0111 -0.1866
N -1.7549 -0.2425 -0.8864
C 0.1972 0.1011 0.1483
C 2.2453 1.5404 0.0169
C -1.6272 1.9941 -0.0434
C -2.8934 1.2114 0.2344
C -0.7953 0.8964 -0.7117
C -0.0249 -2.2142 -1.0537
C -1.1449 -1.8705 1.1820
C -0.5594 -1.2365 -0.0461
C 1.6561 0.1669 -0.2882
H 1.7332 -0.0306 -1.3574
H 0.1883 -1.7204 -1.9961
H -0.3657 -2.4186 1.7139
H -0.7552 -2.9993 -1.2314
H 0.1395 0.4050 1.1987
H -3.7653 1.6213 0.7116
H -1.8229 2.8323 -0.7151
H 3.2815 1.5960 -0.3112
H 2.2148 1.7389 1.0871
H 0.8909 -2.6690 -0.6764
H 2.2298 -0.5962 0.2412
H -1.1825 2.3820 0.8760
H -1.5663 -1.1231 1.8520
H 1.6816 2.3191 -0.4926
H -0.3840 1.1933 -1.6782
H -1.9372 -2.5634 0.9021

---

Ordering by calculated energy gives the sequence *Q*, *P*, with the first entry being the most stable.